# 1
C4H3NO2 | the ωB97M-V functional and the def2-TZVPD basis

```
! RIJCOSX wB97M-V def2-TZVPD def2/J DEFGRID3
* xyz 0 1
N -0.0704 2.5293 -0.2375
C 0.2935 1.3738 -0.3762
C 0.7843 0.1528 -0.4496
C 0.3603 -0.8463 0.5974
C -0.8063 -1.7353 0.0729
O -0.4843 -0.4827 1.5353
O -1.8632 -2.1634 -0.0551
H -0.9275 2.7959 -0.7180
H 1.5089 -0.1037 -1.2157
H 1.2047 -1.5205 0.8466
*
```

Its orbital gap is 0.3564 Ha. The value obtained for the energy above the lowest of the compared OMol25 structures with the same formula, charge and spin is 389.23 kJ/mol.

=====

# 2
C24H20F12N3O2PtS | the ωB97M-V functional and the def2-TZVPD basis

```
! RIJCOSX wB97M-V def2-TZVPD def2/J DEFGRID3
* xyz -1 3
Pt -0.7156 -0.9313 -1.5191
C 3.2956 -4.8696 2.1423
C 2.7209 -3.6963 1.3927
C 3.4190 -3.0724 0.3654
C 2.8587 -2.0049 -0.3029
C 1.5933 -1.5003 0.0211
N 1.0902 -0.4272 -0.7294
C 1.6815 0.8011 -0.6656
C 2.7859 1.0059 0.2026
C 3.5360 2.1581 0.2060
C 3.2342 3.2165 -0.6448
C 4.0517 4.4806 -0.6697
C 2.0987 3.0722 -1.4214
C 1.2845 1.9386 -1.4252
C -0.0315 1.9946 -2.2224
O -1.0222 1.1839 -1.7569
C -0.6872 3.4175 -2.1353
F -0.6948 3.8637 -0.8724
F -0.1028 4.3744 -2.8917
F -1.9718 3.3853 -2.5357
C 0.2552 1.6826 -3.7201
F 1.2046 2.4703 -4.2628
F 0.6828 0.4180 -3.8593
F -0.8420 1.8136 -4.4871
C 0.8603 -2.1422 1.0376
C 1.4569 -3.2172 1.7000
C -0.5556 -1.6678 1.4675
O -1.3129 -0.9862 0.5706
C -0.3722 -0.7307 2.6943
F 0.2717 0.3789 2.3311
F -1.5599 -0.3551 3.2146
F 0.3281 -1.2791 3.7105
C -1.4260 -2.9043 1.8953
F -2.7257 -2.5722 2.0124
F -1.3644 -3.8656 0.9622
F -1.1073 -3.4798 3.0803
H 4.3551 -4.9966 1.9170
H 2.7857 -5.7994 1.8792
H 3.1948 -4.7369 3.2211
H 4.4048 -3.4276 0.0836
H 3.3971 -1.5143 -1.1044
H 3.0569 0.2148 0.8868
H 4.3763 2.2332 0.8902
H 5.1224 4.2650 -0.6477
H 3.8322 5.1243 0.1874
H 3.8483 5.0587 -1.5724
H 1.8271 3.9044 -2.0558
H 0.9285 -3.7070 2.5047
S -2.8354 -1.6697 -2.2937
C -3.6428 -0.7029 -1.0935
N -4.4166 -1.3090 -0.1865
C -4.8989 -0.6391 1.0179
C -5.0823 0.8431 0.7436
C -3.8142 1.3888 0.1145
N -3.5035 0.6101 -1.0774
H -4.2789 -2.3059 -0.1450
H -4.1742 -0.7801 1.8216
H -5.8415 -1.1022 1.3128
H -5.2945 1.3603 1.6797
H -5.9262 1.0022 0.0681
H -2.9697 1.3216 0.8075
H -3.9311 2.4285 -0.1875
H -2.7374 0.9823 -1.6564
*
```

Its orbital gap (alpha / beta) is 0.2388 / 0.2380 Ha.

=====

# 3
C53H87B2GeHgN12S6Se | the ωB97M-V functional and the def2-TZVPD basis

```
! RIJCOSX wB97M-V def2-TZVPD def2/J DEFGRID3
* xyz 0 2
Hg -1.0751 1.1763 -0.6815
C -3.6900 -1.3102 2.1680
C -2.3820 -1.9906 1.8902
C -1.7953 -2.8162 2.8255
C -0.5430 -3.4081 2.5440
N 0.1355 -3.1302 1.4730
N -0.4314 -2.3004 0.5318
B 0.4313 -2.0655 -0.5931
N 1.8950 -2.3425 -0.4234
N 2.2996 -3.5023 -0.9728
C 3.5323 -3.8639 -0.8350
C 4.4411 -3.0687 -0.0749
C 4.0543 -1.8778 0.4436
C 4.9904 -0.9935 1.2049
C 2.6921 -1.4494 0.2181
S 2.0673 0.0153 0.7230
C 3.9264 -5.1866 -1.5042
C 3.4321 -5.1922 -2.9578
C 3.2463 -6.3309 -0.7375
C 5.4395 -5.3931 -1.4819
N -0.1123 -2.3276 -1.9826
N -0.8072 -3.4822 -1.9505
C -1.3422 -3.9345 -3.0394
C -1.2404 -3.1997 -4.2521
C -0.5421 -2.0418 -4.2970
C -0.4259 -1.2276 -5.5461
C 0.0919 -1.5816 -3.0872
S 1.0842 -0.2334 -3.0055
C -2.0413 -5.2868 -2.9777
C -3.4906 -5.1372 -3.4569
C -2.0352 -5.8502 -1.5539
C -1.2870 -6.2554 -3.9013
C -1.7156 -1.7813 0.6807
S -2.4450 -0.9086 -0.6227
C 0.0353 -4.4597 3.4879
C 1.3678 -5.0020 2.9677
C 0.2365 -3.8551 4.8819
C -0.9695 -5.6199 3.5603
H -4.0094 -1.5091 3.1910
H -4.4611 -1.6488 1.4748
H -3.5805 -0.2325 2.0308
H -2.2796 -2.9879 3.7780
H 5.4589 -3.4063 0.0739
H 5.8231 -1.5680 1.6116
H 4.4554 -0.4785 2.0016
H 5.3873 -0.2193 0.5421
H 2.3811 -4.9068 -2.9959
H 3.5444 -6.1909 -3.3901
H 4.0037 -4.4853 -3.5664
H 2.1624 -6.2621 -0.8468
H 3.4825 -6.2816 0.3290
H 3.5832 -7.2973 -1.1234
H 5.9713 -4.5519 -1.9354
H 5.6873 -6.2916 -2.0504
H 5.8108 -5.5346 -0.4633
H -1.7303 -3.5595 -5.1506
H -1.0295 -1.6540 -6.3483
H 0.6157 -1.1642 -5.8652
H -0.7462 -0.2035 -5.3497
H -4.0405 -4.4456 -2.8135
H -3.9919 -6.1070 -3.4271
H -3.5406 -4.7647 -4.4843
H -2.5369 -5.1719 -0.8608
H -1.0142 -5.9887 -1.1925
H -2.5504 -6.8146 -1.5451
H -1.2376 -5.8795 -4.9270
H -1.7975 -7.2213 -3.9173
H -0.2662 -6.4123 -3.5437
H 2.0802 -4.1932 2.7922
H 1.2216 -5.5222 2.0201
H 1.7886 -5.7018 3.6953
H 0.8889 -2.9813 4.8297
H 0.6950 -4.5964 5.5424
H -0.7121 -3.5439 5.3278
H -1.1813 -6.0053 2.5596
H -1.9122 -5.3093 4.0151
H -0.5510 -6.4331 4.1606
C 4.0631 4.9779 -1.9987
C 3.3347 3.6365 -1.9060
C 2.3659 3.5344 -3.0744
C 4.3140 2.4615 -2.0056
N 2.6924 3.5708 -0.5437
C 3.5156 3.5641 0.5694
C 2.7450 3.3719 1.6482
N 1.4305 3.2585 1.2384
B 0.2154 2.7572 2.1559
N 0.7639 2.4850 3.5685
C 1.5157 3.3663 4.3382
C 2.0384 2.6945 5.3688
N 1.6186 1.3721 5.2642
C 0.7731 1.2481 4.1758
S -0.1782 -0.0729 3.7477
C 2.0520 0.3139 6.2208
C 3.1212 0.8948 7.1406
C 2.6841 -0.8654 5.4736
C 0.8579 -0.1345 7.0675
N -0.9121 3.8269 2.2102
C -0.6532 5.1621 2.4588
C -1.7889 5.8536 2.2967
N -2.7785 4.9470 1.9401
C -2.2292 3.6866 1.8859
S -3.0643 2.2180 1.6142
C -4.1953 5.3492 1.6735
C -5.1035 4.7162 2.7281
C -4.3049 6.8675 1.7750
C -4.6042 4.9440 0.2593
C 1.4053 3.3824 -0.1161
S -0.0508 3.4945 -1.0312
H 4.5764 5.0467 -2.9598
H 4.8056 5.0962 -1.2066
H 3.3470 5.7998 -1.9293
H 2.9646 3.5494 -3.9885
H 1.6660 4.3659 -3.1018
H 1.8010 2.6116 -3.0527
H 4.7897 2.4716 -2.9892
H 3.7735 1.5192 -1.8857
H 5.0997 2.5091 -1.2497
H 4.5816 3.6958 0.5085
H 3.0430 3.2806 2.6769
H -0.2102 1.7453 1.7096
H 1.6017 4.4119 4.0939
H 2.6553 3.0535 6.1728
H 3.9589 1.3075 6.5732
H 3.5023 0.0834 7.7611
H 2.7213 1.6651 7.8055
H 3.6123 -0.5500 4.9859
H 2.0108 -1.2646 4.7187
H 2.9181 -1.6544 6.1932
H 0.4252 0.7202 7.5944
H 1.1859 -0.8703 7.8073
H 0.0935 -0.5800 6.4340
H 0.3290 5.5210 2.7178
H -1.9633 6.9072 2.4123
H -4.8129 5.0544 3.7258
H -5.0343 3.6308 2.6905
H -6.1401 5.0122 2.5472
H -4.1010 7.2230 2.7872
H -5.3267 7.1483 1.5213
H -3.6350 7.3685 1.0736
H -4.6336 3.8634 0.1554
H -3.8906 5.3435 -0.4653
H -5.5945 5.3526 0.0396
C -4.4471 5.8595 -5.4539
Ge -3.1241 4.4219 -5.3240
C -1.2780 5.0002 -5.6180
C -3.5797 3.0110 -6.6009
C -3.1575 3.7067 -3.4824
Se -2.5402 1.8508 -3.3696
C -4.2829 1.0292 -3.0856
H -4.4527 6.2876 -6.4591
H -4.2358 6.6572 -4.7384
H -5.4417 5.4614 -5.2441
H -1.0478 5.1035 -6.6791
H -0.6213 4.2354 -5.1931
H -1.0701 5.9473 -5.1173
H -3.3171 3.3135 -7.6169
H -4.6495 2.7892 -6.5716
H -3.0295 2.1025 -6.3548
H -4.1488 3.7394 -3.0327
H -2.4767 4.2778 -2.8513
H -4.9032 1.1660 -3.9674
H -4.7390 1.4880 -2.2112
H -4.1216 -0.0279 -2.8934
*
```

Its orbital gap (alpha / beta) is 0.2043 / 0.2316 Ha. The value obtained for the energy above the lowest of the compared OMol25 structures with the same formula, charge and spin is 3.05 kJ/mol.

=====

# 4
C37H80N2O5P | the ωB97M-V functional and the def2-TZVPD basis

```
! RIJCOSX wB97M-V def2-TZVPD def2/J DEFGRID3
* xyz 1 1
C 3.7328 2.9585 0.1385
C 4.0453 2.9452 -1.3574
C 2.9760 2.2170 -2.2645
C 3.2022 2.4999 -3.7969
N 2.4112 1.5036 -4.7612
C 0.8836 1.5424 -4.4119
C 0.0309 1.6387 -5.6916
C 1.1184 1.5479 -6.8177
C 2.4102 1.9615 -6.1700
C 2.9149 0.0839 -4.6389
H 3.0651 3.7602 0.4541
H 4.6685 3.0539 0.6894
H 3.3485 2.0150 0.5263
H 5.0140 2.4568 -1.4632
H 4.3264 3.9504 -1.6717
H 1.9583 2.3080 -1.8850
H 3.1174 1.1524 -2.0784
H 4.2455 2.2920 -4.0343
H 2.9788 3.5321 -4.0668
H 0.6682 0.6280 -3.8592
H 0.6380 2.4054 -3.7930
H -0.6795 0.8135 -5.7418
H -0.4653 2.6066 -5.7635
H 1.0943 0.5397 -7.2311
H 0.8646 2.1996 -7.6537
H 3.3220 1.6798 -6.6966
H 2.1898 3.0266 -6.0997
H 2.6096 -0.4997 -3.7703
H 3.9931 0.1498 -4.7850
H 2.5428 -0.4915 -5.4866
C -4.0528 5.2044 0.8486
C -4.2174 3.7496 1.1592
C -4.6737 2.8336 -0.0512
C -3.6203 2.7284 -1.1736
N -3.9286 1.6396 -2.2676
C -4.1494 0.2355 -1.6379
C -3.5866 -0.7982 -2.6303
C -2.7963 -0.0136 -3.6961
C -2.6555 1.3923 -3.1241
C -5.0463 2.1225 -3.2073
H -5.0274 5.5432 0.4972
H -3.2920 5.4175 0.0977
H -3.8967 5.7692 1.7677
H -4.8316 3.6444 2.0535
H -3.2010 3.4419 1.4051
H -5.5869 3.1775 -0.5368
H -5.0058 1.8703 0.3360
H -2.6581 2.3925 -0.7869
H -3.3884 3.6421 -1.7209
H -5.2215 0.0408 -1.6081
H -3.6965 0.2322 -0.6465
H -4.2769 -1.5337 -3.0435
H -2.9341 -1.4450 -2.0438
H -3.4280 0.0056 -4.5842
H -1.7688 -0.3382 -3.8607
H -2.5135 2.2635 -3.7637
H -1.8133 1.3698 -2.4325
H -4.7520 3.0595 -3.6800
H -5.9415 2.2013 -2.5905
H -5.1914 1.4211 -4.0290
C 6.2266 0.1581 1.6947
C 5.2328 -0.9508 1.4160
C 4.1325 -0.8841 2.3844
C 2.9584 -1.9141 2.1666
P 1.5555 -1.9473 3.3548
C 0.2201 -3.0251 2.7532
C -1.1322 -3.0198 3.5766
C -2.2638 -3.6884 2.7882
C -2.9589 -2.7692 1.7414
C 1.0043 -0.2246 3.3978
C 0.7221 0.3900 2.0225
C -0.7606 0.3941 1.5770
C -1.6215 1.2687 2.5300
C 2.1022 -2.4169 5.0358
C 0.9891 -2.2943 6.1106
C 1.4777 -2.5928 7.5343
C 2.6862 -1.7382 8.0557
H 7.0667 0.0906 1.0036
H 6.6289 0.0275 2.6993
H 5.7635 1.1394 1.5912
H 5.7225 -1.9188 1.5220
H 4.7049 -0.8745 0.4654
H 3.6464 0.0581 2.1313
H 4.7085 -0.8278 3.3081
H 3.3279 -2.9380 2.2230
H 2.5924 -1.8293 1.1434
H 0.7217 -3.9927 2.7320
H 0.0400 -2.9109 1.6842
H -1.4470 -1.9966 3.7820
H -1.0850 -3.4503 4.5769
H -2.9147 -4.1089 3.5548
H -1.9337 -4.6428 2.3782
H -3.9454 -3.1680 1.5050
H -2.4224 -2.6626 0.7986
H -3.1360 -1.7684 2.1353
H 1.8067 0.3059 3.9103
H 0.2007 -0.1398 4.1292
H 1.4186 0.0258 1.2672
H 1.1065 1.3803 2.2663
H -1.1014 -0.6220 1.3786
H -0.7855 0.9128 0.6187
H -1.3495 2.3224 2.4674
H -1.5512 1.0360 3.5925
H -2.6074 1.0401 2.1252
H 2.9761 -1.7870 5.2022
H 2.4208 -3.4568 4.9644
H 0.2049 -3.0234 5.9068
H 0.4959 -1.3417 6.3041
H 1.7479 -3.6234 7.7642
H 0.6603 -2.2826 8.1853
H 2.4444 -0.6753 8.0562
H 3.6673 -1.8291 7.5897
H 2.9326 -2.2011 9.0113
C -2.4050 -4.8653 -2.0879
C -3.9387 -4.6917 -2.1042
O -4.6877 -5.5328 -2.6561
O -4.3229 -3.7322 -1.4222
H -1.7199 -4.0561 -1.8347
H -2.0435 -5.0605 -3.0976
H -2.1632 -5.6245 -1.3442
O -0.1168 -2.1111 -0.8308
C 0.7419 -1.8067 -1.7792
O 1.8212 -1.3013 -1.4797
O 0.3176 -1.9760 -2.9085
H -0.8532 -2.0005 -1.4366
*
```

Its orbital gap is 0.1848 Ha. The value obtained for the energy above the lowest of the compared OMol25 structures with the same formula, charge and spin is 292.06 kJ/mol.

=====

Calculated total energy: -9777.6525; -80473.7883; -266662.4945; -62163.3830 (eV)
F_max: 1.5; 0.1; 0.9; 3.4 (eV Å⁻¹)